Computed, not measured: the molecule CHN2O2P, with ωB97M-V with the def2-TZVPD basis set.

As for the energy above the lowest of the compared OMol25 structures with the same formula, charge and spin: 11.85 kJ/mol. As for the LUMO energy: -0.85 eV. Its orbital gap is 10.26 eV. Its SMILES is N#CP[N+](=O)[O-]. The value obtained for the HOMO energy is -11.107 eV.

Last columns: bonded neighbours and bond lengths (Å).
Cartesian coordinates (Å):
1 C 0.43 -1.43 -0.04  N2 1.137, P6 1.729
2 N 0.26 -2.26 -0.80  C1 1.137
3 N -0.67 0.97 0.05  O4 1.226, O5 1.180, P6 1.873
4 O -1.85 0.73 0.28  N3 1.226
5 O -0.21 1.64 -0.80  N3 1.180
6 P 0.52 -0.09 1.05  C1 1.729, N3 1.873, H7 1.387
7 H 1.53 0.43 0.26  P6 1.387